Record 1
C5H12O | ωB97M-V with the def2-TZVPD basis set

```
! wB97M-V def2-TZVPD RIJCOSX def2/J DEFGRID3
* xyz 0 1
C -0.350 -1.479 0.080
C 0.774 -0.485 0.079
C 0.860 0.312 -1.266
C -0.180 0.281 -2.137
C 2.159 1.072 -1.473
H -1.295 -0.917 0.208
H -0.561 -2.110 -0.799
H -0.244 -1.907 0.968
H 0.917 0.329 0.841
H 1.642 -1.175 0.080
H -0.015 0.744 -3.135
H -1.038 -0.356 -2.144
H 3.057 0.643 -1.087
H 2.180 1.432 -2.547
H 1.865 1.848 -0.756
H -2.900 0.182 3.703
H -3.680 0.718 5.095
O -3.191 0.866 4.291
*
```

As for the energy relative to the best compared isomer or geometry (same formula, charge and spin): 2.266 eV. As for the SMILES: C=C(C)CC.O. Its HOMO-LUMO gap is 9.8 eV. Its total energy is -272.8654 a.u.

Results of the Mulliken charge analysis, in e, for atoms 1 through 8: -1.642, -0.032, 0.611, -0.968, -1.191, 0.372, 0.345, 0.493

***

Record 2
C5H12O | ωB97M-V with the def2-TZVPD basis set

```
! wB97M-V def2-TZVPD RIJCOSX def2/J DEFGRID3
* xyz 0 1
C -2.645 0.395 -0.467
C -1.127 0.374 -0.607
C -0.435 0.440 0.749
C 1.838 -1.669 0.482
O 2.592 -0.625 0.583
C 2.691 0.383 -0.232
H -3.000 -0.493 0.070
H -3.151 0.431 -1.437
H -2.956 1.274 0.109
H -0.800 1.219 -1.226
H -0.816 -0.534 -1.145
H -0.813 1.284 1.335
H -0.606 -0.472 1.328
H 1.854 -2.340 1.324
H 1.205 -1.785 -0.391
H 3.376 1.157 0.066
H 0.640 0.604 0.630
H 2.153 0.356 -1.173
*
```

As for the energy relative to the best compared isomer or geometry (same formula, charge and spin): 4.046 eV. Its HOMO-LUMO gap (alpha / beta) is 8.3 / 8.3 eV. Its total energy is -272.8000 a.u.

Results of the Mulliken charge analysis, in e, for atoms 1 through 8: -1.285, -0.035, -0.863, -0.526, -0.245, -0.560, 0.318, 0.346

***

Record 3
C5H12O2 | ωB97M-V with the def2-TZVPD basis set

```
! wB97M-V def2-TZVPD RIJCOSX def2/J DEFGRID3
* xyz -1 2
C -2.106 -2.529 -0.210
C -1.457 -1.609 -1.030
C -0.929 -0.371 -0.629
C -0.131 0.472 -1.390
C 0.037 1.973 -1.287
H -2.300 -3.505 -0.562
H -2.632 -2.233 0.688
H -1.314 -1.815 -2.090
H -1.337 0.021 0.301
H 0.194 0.058 -2.347
H -0.460 2.329 -0.383
H -0.369 2.522 -2.141
H 1.106 2.172 -1.182
H 1.750 0.725 2.789
H 1.177 -0.252 3.737
O 1.620 0.603 3.743
H 2.798 0.043 1.185
H 1.963 0.566 -0.014
O 2.389 0.832 0.822
*
```

As for the energy relative to the best compared isomer or geometry (same formula, charge and spin): 0.846 eV. Its HOMO-LUMO gap (alpha / beta) is 3.8 / 6.3 eV. Its total energy is -348.1159 a.u.

Results of the Mulliken charge analysis, in e, for atoms 1 through 8: -1.071, -0.229, -0.125, -0.695, -0.826, 0.286, 0.227, 0.302

***

Record 4
C5H12O2 | ωB97M-V with the def2-TZVPD basis set

```
! wB97M-V def2-TZVPD RIJCOSX def2/J DEFGRID3
* xyz 0 1
C -1.696 -0.695 1.162
O -0.380 -0.221 0.983
C -0.218 0.571 -0.202
C -0.365 2.046 0.166
C 1.115 0.180 -0.830
C 1.279 -1.371 -0.991
O 1.892 -1.758 0.218
H -2.421 0.127 1.257
H -1.715 -1.285 2.082
H -1.998 -1.334 0.320
H -0.993 0.285 -0.922
H 0.336 2.324 0.962
H -1.381 2.250 0.529
H -0.181 2.689 -0.701
H 1.898 0.541 -0.136
H 1.294 0.721 -1.762
H 0.386 -2.029 -1.126
H 1.902 -1.654 -1.853
H 1.246 -1.387 0.845
*
```

As for the energy relative to the best compared isomer or geometry (same formula, charge and spin): 1.441 eV. As for the SMILES: CO[C@@H](C)CCO. Its HOMO-LUMO gap is 10.8 eV. Its total energy is -348.1519 a.u.

Results of the Mulliken charge analysis, in e, for atoms 1 through 8: -0.747, -0.420, 0.621, -1.435, -1.058, -0.374, -0.586, 0.275

***

Record 5
C5H12O2 | ωB97M-V with the def2-TZVPD basis set

```
! wB97M-V def2-TZVPD RIJCOSX def2/J DEFGRID3
* xyz 0 1
C 0.025 1.594 -2.318
O 0.181 0.553 -1.550
C -0.176 0.430 -0.301
C 0.214 -0.803 0.445
C 0.974 -0.444 1.725
C -1.021 -1.652 0.778
O -1.681 -2.119 -0.376
H -0.683 2.366 -2.040
H 1.257 2.559 -0.803
H 0.377 1.443 -3.331
H 1.252 2.272 -0.096
H -0.820 1.202 0.111
H 0.857 -1.404 -0.208
H 1.246 -1.345 2.285
H 0.362 0.193 2.375
H 1.889 0.107 1.485
H -0.722 -2.541 1.339
H -1.698 -1.063 1.421
H -1.835 -1.350 -0.941
*
```

As for the energy relative to the best compared isomer or geometry (same formula, charge and spin): 5.003 eV. Its HOMO-LUMO gap (alpha / beta) is 8.1 / 8.0 eV. Its total energy is -348.0210 a.u.

Results of the Mulliken charge analysis, in e, for atoms 1 through 8: -0.565, -0.232, -0.905, 1.066, -1.557, -0.717, -0.506, 0.363

***

Record 6
C5H12O2 | ωB97M-V with the def2-TZVPD basis set

```
! wB97M-V def2-TZVPD RIJCOSX def2/J DEFGRID3
* xyz 0 1
C -2.463 0.297 -0.638
C -0.030 -1.524 -1.132
C 0.625 -0.433 -0.773
O -1.491 1.184 -0.165
C 1.225 -0.271 0.600
C 2.041 1.008 0.747
O 0.155 -0.312 1.557
H -3.430 0.760 -0.526
H -2.322 0.072 -1.694
H -2.504 -0.659 -0.112
H -0.161 -2.341 -0.443
H -0.468 -1.637 -2.113
H 0.742 0.396 -1.457
H -1.062 0.792 0.609
H 1.870 -1.144 0.761
H 1.384 1.880 0.665
H 2.556 1.042 1.715
H 2.802 1.072 -0.039
H 0.531 -0.180 2.437
*
```

As for the energy relative to the best compared isomer or geometry (same formula, charge and spin): 1.945 eV. As for the SMILES: C=C[C@@H](C)O.CO. Its HOMO-LUMO gap is 10.2 eV. Its total energy is -348.1333 a.u.

Results of the Mulliken charge analysis, in e, for atoms 1 through 8: -0.643, -0.965, -0.068, -0.518, 0.417, -1.419, -0.572, 0.303

***

Among the records above, which one has the lowest energy relative to the best compared isomer or geometry (same formula, charge and spin)? number 3

***

Which of these has the highest energy relative to the best compared isomer or geometry (same formula, charge and spin)? number 5

***

The highest energy relative to the best compared isomer or geometry (same formula, charge and spin) belongs to which entry? number 5

***

Which of these has the highest energy relative to the best compared isomer or geometry (same formula, charge and spin)? number 5